[1]
DFT (the ωB97M-V functional and the def2-TZVPD basis) results for a 12-piece molecular cluster, C5H33BFO12 overall.

```
52
Properties=species:S:1:pos:R:3
F -0.9166 -1.5217 -2.4678
O 0.9491 0.5333 1.3108
O 2.5794 3.0242 0.0968
O -2.5036 2.0232 -3.0747
O 2.4937 4.9909 4.7730
O 2.5074 5.6086 1.9387
O 4.0940 -2.7691 -3.9142
O -1.0380 -4.3590 4.3519
O 5.8012 -3.0392 -6.3559
O 1.5587 -0.9822 -3.7155
O -4.7061 2.2827 0.3345
O -2.4231 -2.7356 2.4223
O 0.9326 -4.4052 2.2986
C -1.2160 1.8127 1.1732
C -2.2048 -1.2574 -0.4716
C -0.8106 -1.0642 -1.0579
C -3.1773 -0.1701 -0.9010
C -0.2512 0.2954 -0.9621
B -0.1720 0.8408 0.4510
H 2.2961 4.3228 5.4348
H -1.1284 -4.1241 5.2785
H -2.0601 -3.4222 2.9991
H -1.9000 1.2051 1.7825
H -4.0880 -0.1896 -0.3008
H -3.4463 -0.3063 -1.9461
H 0.7332 -0.2227 1.8686
H 0.6385 -1.0610 -3.4072
H 1.5023 -4.0852 1.5922
H 3.9315 -3.7144 -3.9945
H 0.8006 0.2299 -1.3011
H 2.4287 6.0952 2.7648
H -2.1522 -1.3340 0.6162
H 2.6779 3.6279 0.8406
H -0.7294 2.5110 1.8578
H -0.0904 -4.4400 4.1790
H -2.7089 0.7980 -0.7912
H 5.2113 -2.9953 -5.5865
H -2.5798 -2.2266 -0.8159
H 3.3854 4.7854 4.4744
H 6.0170 -2.1188 -6.5276
H -4.6152 2.5380 1.2570
H -3.2327 -3.0926 2.0482
H -5.5503 2.6436 0.0496
H -2.7036 2.3783 -2.2022
H 3.2496 -2.3563 -4.1642
H -1.6687 1.5574 -2.8827
H 0.0730 -4.5108 1.8748
H -0.1567 -1.8426 -0.6266
H 1.9933 -0.5568 -2.9684
H 1.9746 2.3466 0.4245
H -1.8209 2.3580 0.4515
H 2.6401 6.2600 1.2446
```

charge	-1
Kohn-Sham gap	4.90	eV

[2]
DFT (the ωB97M-V functional and the def2-TZVPD basis) results for a 2-piece molecular cluster, C5H14NO overall in a non-equilibrium geometry.

```
21
Properties=species:S:1:pos:R:3
O -3.0657 0.2771 -0.9046
N -0.0316 -0.3328 -0.8996
C 0.4083 0.8089 -0.0247
C 1.6247 1.5033 -0.5556
C 0.2921 -1.6421 -0.1919
C 0.1971 -1.2696 1.2782
C 0.4742 0.2386 1.3841
H 2.5165 0.8837 -0.6534
H 0.5036 -0.2613 -1.7557
H -1.0165 -0.2726 -1.1774
H 1.4382 2.0530 -1.4882
H -0.4494 -2.3398 -0.5760
H -3.5522 -0.0833 -0.1516
H -3.6199 0.9476 -1.3132
H 0.0326 0.5851 2.3143
H 1.8537 2.3303 0.1236
H 1.2853 -1.9742 -0.5034
H -0.4017 1.5427 -0.0733
H -0.8263 -1.4724 1.5921
H 0.8197 -1.9254 1.8828
H 1.5174 0.4031 1.6934
```

charge	+1
Kohn-Sham gap	12.44	eV
energy above the lowest of the compared OMol25 structures with the same formula, charge and spin	12.1	kcal/mol

[3]
DFT (the ωB97M-V functional and the def2-TZVPD basis) results for one molecule with the formula C5H7NOS in a non-equilibrium geometry.

```
15
Properties=species:S:1:pos:R:3
S 1.6587 0.4339 0.8292
O 2.4149 -0.8714 0.0030
N -0.3555 -0.6903 -0.5892
C -1.6639 -1.1412 -0.5420
C 1.8038 1.5962 -0.5698
C -2.1489 -0.8839 0.7494
C -1.1435 -0.2439 1.4812
C -0.0054 -0.0588 0.5954
H 1.5678 2.5565 -0.3157
H -2.0006 -1.6397 -1.4960
H -1.4162 0.1954 2.4160
H 2.7915 1.5333 -0.9228
H 1.3000 1.1268 -1.4686
H -3.2429 -0.9902 0.9607
H 0.4403 -0.9226 -1.1306
```

Kohn-Sham gap	9.14	eV
energy above the lowest of the compared OMol25 structures with the same formula, charge and spin	71.4	kcal/mol

[4]
DFT (the ωB97M-V functional and the def2-TZVPD basis) results for a 2-piece molecular cluster, C10H16 overall in a non-equilibrium geometry.

```
26
Properties=species:S:1:pos:R:3
C -1.3118 -0.9728 0.8410
C 0.7832 0.4399 -1.1588
C 1.2665 -1.8340 -1.5598
C -1.1470 0.1495 1.8504
C 0.1360 1.7700 -1.7274
C 2.0787 -1.8550 -0.4539
C -2.0921 1.3503 1.6389
C 0.5923 -0.6802 -1.9036
C 2.2506 -0.7098 0.3325
C 1.5729 0.4246 -0.0009
H 2.9314 -0.8020 1.1919
H 1.7155 1.4576 0.4597
H -0.0154 2.5115 -1.1368
H -3.0487 0.8027 1.8549
H -1.4892 -0.1786 2.8770
H -0.6345 -1.8707 1.0692
H -0.1304 0.4608 1.8947
H -2.3016 -1.3231 0.9031
H -1.1391 -0.5985 -0.2065
H -1.8241 2.1090 2.4292
H -0.7491 1.3447 -2.2268
H 0.0581 -0.7305 -2.8389
H 1.0985 -2.6916 -2.2466
H 0.7280 2.1377 -2.4903
H -2.0455 1.9621 0.6971
H 2.7168 -2.6737 -0.0893
```

structure (SMILES)	Cc1ccccc1.CCC
Kohn-Sham gap	10.08	eV
energy above the lowest of the compared OMol25 structures with the same formula, charge and spin	39.0	kcal/mol

[5]
DFT (the ωB97M-V functional and the def2-TZVPD basis) results for a 7-piece molecular cluster, C9H39B2NO4 overall in a non-equilibrium geometry.

```
55
Properties=species:S:1:pos:R:3
O 4.2975 4.3997 1.4594
O -3.6204 -1.8283 0.4251
O -2.3237 3.4064 -4.2376
O 3.1072 -4.0156 2.6358
N 0.6095 -0.1795 1.3825
C -4.1772 -2.7988 -0.3963
C -3.8937 -2.2801 -1.8156
C -2.4089 5.2691 -5.7533
C -2.4521 3.7747 -5.6009
C 3.1103 -4.1406 4.0531
C 1.7834 -4.6993 4.5898
C 4.3497 -4.8074 4.4924
C -3.4576 -4.0731 -0.0134
C -3.7171 3.1339 -6.1209
B 1.8343 2.6539 4.5640
B 2.6368 2.3211 -2.0293
H 1.5466 -5.7255 4.3090
H -3.5468 -4.8164 -0.8056
H 1.9479 -4.6912 5.6673
H 3.9119 3.9572 0.6997
H 2.9531 -4.8944 2.2814
H -3.2075 5.7203 -5.1644
H -4.0610 -1.0156 0.1660
H -3.8781 -4.5795 0.8554
H -0.3600 -0.4608 1.3503
H 1.1684 -1.0191 1.4357
H 3.2727 2.5260 -2.8766
H 4.6063 -4.6877 5.5450
H 3.1675 1.9316 -1.1744
H -1.3769 3.4315 -4.0810
H 0.8872 0.3472 0.5667
H 0.8210 0.4635 2.1321
H -2.5014 5.5827 -6.7931
H -2.8050 -2.3329 -1.8247
H 3.1992 -3.1416 4.4800
H 1.8644 1.5995 -2.2458
H 0.9596 -4.0460 4.3023
H 1.0611 2.0013 4.9390
H 4.0186 5.3156 1.3898
H -4.2148 -1.2678 -2.0610
H -2.4011 -3.9269 0.2118
H -4.2295 -2.9830 -2.5781
H -3.9574 3.6041 -7.0745
H 3.8041 4.0759 2.2166
H 1.4230 3.2084 3.7349
H 2.6818 2.0647 4.2496
H -3.6392 2.0579 -6.2767
H -1.5536 3.3655 -6.0629
H -4.5637 3.3755 -5.4783
H 2.1383 3.2815 5.3874
H 2.2083 3.2467 -1.6772
H -5.2590 -2.8986 -0.3067
H 4.3869 -5.8752 4.2765
H -1.4253 5.5432 -5.3719
H 5.2744 -4.4738 4.0216
```

Kohn-Sham gap	7.22	eV
energy above the lowest of the compared OMol25 structures with the same formula, charge and spin	170.4	kcal/mol

[6]
DFT (the ωB97M-V functional and the def2-TZVPD basis) results for C13H22FeN5O4 as an isolated structure in a non-equilibrium geometry.

```
45
Properties=species:S:1:pos:R:3
Fe -0.3534 -0.2121 0.6406
O 0.6442 -0.6677 -1.2942
O 3.1312 -1.3181 -5.4782
O 2.1690 -0.7563 -7.4359
O -1.1545 0.6095 -1.2899
N -0.1185 0.0182 3.1333
N 2.1576 -0.7982 -6.1297
N 1.7449 -0.0504 1.0419
N -1.3150 1.6743 1.2062
N -1.3279 -1.9794 1.5068
C 0.9619 -0.3622 -4.0835
C 0.0455 0.3170 -6.2488
C -0.1302 0.1467 -3.4275
C 1.3057 0.2420 3.4657
C -1.0228 2.2475 2.5399
C -0.2147 0.0347 -1.9519
C -1.1367 0.7596 -4.1642
C 1.0572 -0.2513 -5.4692
C -1.0448 0.8178 -5.5607
C -0.9228 1.1659 3.5936
C -0.5691 -1.2296 3.7597
C 2.2293 -0.3497 2.4195
C -1.6474 -1.9273 2.9700
H -1.8697 1.2832 -6.0964
H 2.0157 0.9078 0.8097
H 2.1841 -0.6602 0.3298
H 1.5198 1.3180 3.5239
H -1.7355 -2.9349 3.3748
H -2.1598 -2.2520 0.9648
H 1.5471 -0.1715 4.4642
H 0.3108 -1.8928 3.8782
H 3.2109 0.0926 2.5842
H -0.0816 2.8036 2.4828
H -1.9007 0.7854 3.8654
H -0.9868 -1.0676 4.7744
H -1.8045 2.9481 2.8329
H -0.6328 -2.7008 1.3277
H 0.1755 0.3558 -7.3281
H -1.9574 1.2511 -3.6639
H 1.7461 -0.8499 -3.5407
H -0.4727 1.5923 4.5131
H -1.0129 2.3122 0.4579
H -2.3300 1.5608 1.0728
H -2.6023 -1.3826 3.0747
H 2.3480 -1.4296 2.5542
```

multiplicity	6
charge	+2
Kohn-Sham gap (spin up / spin down)	8.84 / 5.74	eV